A 2-piece molecular cluster, C4H11NO2 overall at a distorted geometry. Source: the Open Molecules 2025 dataset; level of theory: ωB97M-V/def2-TZVPD.

Values from the calculation:
Energy relative to the best compared isomer or geometry (same formula, charge and spin) ... 12.1 kcal per mole
Structure (SMILES) ... CC(N)=O.CCO
Frontier orbital gap ... 10.68 eV
DFT total energy ... -364.24886 Eh
HOMO ... -9.923 eV
LUMO ... 0.8 eV
Strongest force on any atom ... 1.8 eV/A

Each line ends with the natural charge from an NBO analysis.
Geometry (Å):
C  -1.730  -0.857  -0.611  -0.06
O  -1.942  -1.910  0.349  -0.74
C  -1.178  -1.474  -1.879  -0.63
H  -2.673  -0.347  -0.823  0.16
H  -1.029  -0.102  -0.205  0.17
H  -2.494  -1.572  1.052  0.47
H  -1.920  -2.142  -2.311  0.21
H  -0.908  -0.700  -2.598  0.22
H  -0.284  -2.094  -1.641  0.21
C  0.795  1.041  1.897  -0.73
C  1.277  1.226  0.459  0.67
N  2.426  0.565  0.130  -0.82
O  0.672  1.910  -0.373  -0.62
H  1.616  1.138  2.595  0.22
H  0.367  0.027  2.015  0.24
H  0.040  1.821  2.082  0.24
H  2.792  -0.176  0.739  0.39
H  2.687  0.575  -0.819  0.40